Computed, not measured: a molecular structure, C7H14N8 in a non-equilibrium geometry, with the ωB97M-V functional and the def2-TZVPD basis.

The geometry in XYZ format:
```
29
Properties=species:S:1:pos:R:3:forces:R:3
C 3.88142 -0.04803 0.61020 2.3 -0.1 -2.5
C -3.72089 -0.36912 1.11502 -0.3 -0.9 -0.3
C 4.83102 -0.29700 1.68611 1.2 1.4 -1.4
C -4.49444 -0.83586 2.31904 -0.8 2.2 -0.1
C 2.96490 0.10347 -2.72959 0.7 1.4 -2.7
C -2.74055 1.13882 -1.84750 2.5 0.5 0.1
C 0.73093 0.15634 -0.65727 0.3 0.7 0.6
N 4.28123 0.01131 -0.70577 -0.1 -0.2 -0.8
N -3.97923 0.20732 -0.05612 -1.0 0.0 0.9
N 2.62804 -0.02725 0.76921 -4.4 -0.1 0.8
N -2.41089 -0.66056 1.10290 -0.5 1.9 -4.1
N 3.29835 0.12454 -1.52162 -0.3 -1.2 2.6
N -2.82865 0.31748 -0.66701 0.2 -0.6 2.5
N 1.93341 -0.02788 -0.33124 1.4 0.9 0.1
N -1.80579 -0.20165 -0.01983 -3.1 0.2 0.4
H 4.85072 0.63534 2.25272 0.4 -0.1 0.3
H 4.40327 -1.05421 2.28547 0.0 -1.0 0.8
H 5.81264 -0.50451 1.18307 -0.8 0.0 1.0
H -4.31241 -1.88113 2.42532 0.0 -0.8 0.3
H -4.00703 -0.25170 3.12667 -0.4 -0.6 0.0
H -5.59810 -0.59997 2.36774 1.4 -0.2 -0.5
H 3.75255 0.22029 -3.53093 -0.8 -0.2 1.1
H -1.82030 -0.83220 1.82325 2.0 -1.3 2.9
H 1.91715 0.29013 -3.05533 0.9 -0.6 0.6
H -2.92442 0.43192 -2.62523 -0.1 0.1 -1.2
H -3.45847 1.97592 -1.80018 0.4 -0.6 0.1
H -1.63682 1.47391 -1.80726 -1.9 -0.2 -0.7
H -0.07330 0.55877 -0.03487 1.2 -0.4 0.1
H 0.52567 -0.05451 -1.67695 -0.3 0.0 -0.8
```
Forces are in eV/Å.

Values from the calculation:
Energy: -712.33174 a.u.
Total charge: +2
HOMO energy (spin up / spin down): -15.8 / -15.8 eV
Lowest unoccupied orbital energy (spin up / spin down): -8.26 / -8.26 eV
F_max: 4.56 eV/A

***

Computed, not measured: a gas-phase ion, C7H14NO (charge +1) in a non-equilibrium geometry, with the ωB97M-V functional and the def2-TZVPD basis.

The geometry in XYZ format:
```
23
Properties=species:S:1:pos:R:3:forces:R:3
C 0.87433 0.68527 1.44742 -2.4 0.2 -0.8
C 0.30767 -0.62825 2.03320 0.6 0.0 -2.0
C 1.12962 0.72985 -0.11401 -1.3 -0.3 2.1
C -1.19277 -0.79733 1.64890 1.6 0.7 0.7
C -1.62596 -0.30619 0.33310 3.9 -1.7 1.3
C -0.47049 1.15466 -1.80415 -1.9 4.2 -1.7
C 0.42259 -1.19569 -1.65323 0.5 1.9 0.9
N 0.06013 0.14559 -1.01678 -0.7 -1.3 4.4
O -1.52452 -1.59599 0.47212 -0.8 -0.7 -0.4
H 0.12489 1.49097 1.59189 0.6 -0.2 0.5
H 1.74553 0.84555 2.03871 0.9 0.8 -0.2
H 1.01733 -1.31526 1.53230 -1.0 -0.7 0.2
H 0.60834 -0.71918 3.07332 -0.9 0.1 0.2
H 1.28909 1.78828 -0.26548 0.0 0.1 -0.9
H 1.98150 0.18424 -0.31198 2.1 -1.0 -0.6
H -1.93419 -0.87432 2.46721 0.4 0.0 -0.7
H -2.37467 0.31944 0.03946 -1.9 1.4 -1.7
H -1.29958 0.81335 -2.40531 -0.2 -0.3 -0.3
H -0.93170 2.15470 -1.26750 1.3 -2.7 -0.6
H 0.27787 1.57497 -2.49430 -0.1 -0.1 0.1
H -0.23915 -1.36283 -2.47987 -0.2 0.0 -0.5
H 1.49237 -1.10767 -1.94667 -0.8 -0.4 0.0
H 0.26173 -1.98415 -0.91837 0.2 0.1 0.0
```
Forces are in eV/Å.

Values from the calculation:
Energy: -404.71547 a.u.
Total charge: +1
HOMO energy: -14.2 eV
Lowest unoccupied orbital energy: -4.48 eV
F_max: 4.94 eV/A

***

Computed, not measured: 2 unconnected molecules or ions with the total composition C7H14NO in a non-equilibrium geometry, with the ωB97M-V functional and the def2-TZVPD basis.

The geometry in XYZ format:
```
23
Properties=species:S:1:pos:R:3:forces:R:3
C -2.64017 2.57315 -1.31875 1.7 0.6 1.0
C -1.38772 2.53837 -0.89834 -3.7 -0.5 -1.6
C -0.14796 -2.23050 -0.16575 0.2 0.6 1.0
C -0.36473 -1.39644 2.32628 3.2 3.0 1.1
C -0.24816 2.09503 -0.59554 2.4 0.0 -2.6
C 0.26715 -1.33526 0.94260 1.3 -1.0 -0.4
C 1.35118 -0.61695 0.71524 0.2 1.6 1.0
N 2.03697 -0.42642 -0.63907 -1.4 -0.1 2.3
O 0.84769 1.89209 -1.51221 -0.8 -0.2 0.8
H -3.13442 3.50392 -1.30879 -0.7 0.9 -0.3
H -0.81800 -1.70360 -0.75115 -1.1 1.1 -2.0
H 0.59569 -2.78260 -0.68729 0.9 0.0 -0.6
H -0.74926 -2.94995 0.22410 -1.8 -2.4 1.2
H 0.50818 -1.59912 3.09795 -1.9 0.1 -1.4
H -1.12768 -2.09394 2.40821 -1.3 -1.3 0.2
H -0.74057 -0.34881 2.60544 0.3 -1.6 -0.4
H 0.07913 1.79428 0.29829 0.8 -0.9 3.6
H -3.20410 1.69534 -1.55640 0.0 -0.4 -0.1
H 1.66737 0.01464 1.54531 0.7 0.2 -0.7
H 1.56854 -1.13990 -1.18824 0.3 -0.1 -0.7
H 3.03301 -0.70695 -0.46321 -0.9 1.0 -0.9
H 1.68735 0.56405 -1.00663 1.4 -1.1 0.1
H 0.92054 2.65957 -2.07205 0.2 0.3 -0.6
```
Forces are in eV/Å.

Values from the calculation:
Energy: -404.72938 a.u.
Total charge: +1
HOMO energy: -13.3 eV
Lowest unoccupied orbital energy: -3.02 eV
F_max: 4.48 eV/A

***

Computed, not measured: a single C7H14NO3PS molecule in a non-equilibrium geometry, with the ωB97M-V functional and the def2-TZVPD basis.

The geometry in XYZ format:
```
27
Properties=species:S:1:pos:R:3:forces:R:3
C -2.77111 1.39323 0.59776 1.7 -2.2 1.3
C -1.73606 1.35276 -0.48601 1.3 1.8 3.6
C -1.08440 2.71700 -0.64292 -0.7 -0.5 1.0
O -0.67192 0.48762 -0.02471 0.6 0.2 0.4
C -0.77451 -0.81466 -0.17388 1.2 -0.8 -0.3
O -1.69835 -1.38630 -0.69195 -0.1 -0.2 0.2
C 0.52307 -1.52453 0.29399 1.5 0.8 0.1
N 1.68350 -0.57912 0.73449 -3.5 -2.0 1.2
P 2.49271 0.45785 -0.23348 1.0 1.0 -2.4
O 3.76546 -0.38187 -0.83700 1.5 1.9 1.8
S 3.19899 2.13078 0.55541 -0.9 -1.1 -0.3
C 0.33337 -2.86009 1.04394 -1.8 0.5 -1.2
C 0.82136 -2.84620 -0.36853 -0.1 -1.0 -1.0
H -2.21545 1.79452 1.48275 -0.9 -0.5 -0.3
H -3.56256 2.01038 0.32832 -1.5 1.1 -0.3
H -3.11121 0.32749 0.74074 0.0 1.2 0.3
H -2.13386 0.92647 -1.28611 -1.5 -1.6 -4.0
H -1.35612 3.30218 0.26636 0.5 -0.1 -0.8
H -1.43191 3.20053 -1.53125 0.0 0.5 -0.5
H -0.02925 2.51626 -0.64638 0.6 0.5 -0.2
H 1.27269 -0.19788 1.60336 1.1 0.3 -0.7
H 1.76480 0.56313 -1.55009 0.5 -0.1 1.8
H 4.54730 0.15429 -0.38332 -1.9 -1.7 -1.4
H -0.75401 -3.11569 1.05336 1.1 0.1 0.7
H 0.99296 -3.22550 1.81058 0.0 0.3 0.2
H 1.85687 -3.22821 -0.50170 -0.8 0.9 -0.1
H 0.07765 -3.17446 -1.15373 1.1 0.5 1.0
```
Forces are in eV/Å.

Values from the calculation:
Energy: -1295.14633 a.u.
Total charge: 0
HOMO energy: -9.1 eV
Lowest unoccupied orbital energy: 0.84 eV
F_max: 4.50 eV/A

***

Computed, not measured: 2 unconnected molecules or ions with the total composition C7H14NO3S in a non-equilibrium geometry, with the ωB97M-V functional and the def2-TZVPD basis.

The geometry in XYZ format:
```
26
Properties=species:S:1:pos:R:3:forces:R:3
C 1.47702 -0.57826 -1.41287 0.7 -0.8 -0.3
C 2.23235 0.70327 -1.44948 0.0 1.5 -1.3
C 1.37518 1.80503 -0.78884 0.3 1.0 -0.3
C 1.14217 1.33583 0.61298 -1.3 -0.5 -0.6
C 0.60450 -0.07635 0.66332 -2.8 2.1 0.4
C 0.24704 -2.27038 -0.30682 -0.5 -3.3 1.8
C -3.97292 -0.55447 0.36056 -0.2 -0.8 2.2
N 0.91270 -1.00619 -0.31468 1.0 1.3 -0.5
O -2.15829 1.67365 0.13672 -0.9 1.2 1.2
O -1.23741 0.53962 -1.77615 0.5 -0.8 -1.6
O -2.65208 -0.75834 -0.23370 -0.4 -0.1 -0.3
S -1.67468 0.47674 -0.42840 1.9 -1.4 1.3
H 1.44034 -1.34627 -2.18649 0.3 0.5 -0.2
H 3.12798 0.53192 -0.81393 -0.2 0.1 -0.5
H 2.57132 1.13331 -2.45991 -0.5 -1.5 1.3
H 1.91071 2.78174 -0.79304 -0.1 -0.8 0.1
H 0.43175 2.01738 -1.27183 0.0 -0.3 -0.6
H 2.14183 1.27287 0.91524 1.4 0.2 1.9
H 0.47357 2.00011 1.18938 0.6 -0.4 0.0
H 0.20307 -0.31493 1.65280 0.4 -0.9 -0.6
H 0.82498 -3.29407 -0.18496 -0.2 2.6 -0.5
H -0.34969 -2.34841 -1.19935 -0.5 -0.1 -0.1
H -0.35436 -2.26223 0.61883 -0.2 -0.1 -0.8
H -4.80530 -0.64472 -0.29621 0.0 0.3 -1.5
H -3.94528 0.43942 0.80878 -0.4 -0.3 0.3
H -4.22565 -1.40129 1.09319 1.2 1.4 -0.7
```
Forces are in eV/Å.

Values from the calculation:
Energy: -953.39989 a.u.
Total charge: +1
HOMO energy (spin up / spin down): -12.9 / -13.1 eV
Lowest unoccupied orbital energy (spin up / spin down): -5.61 / -5.49 eV
F_max: 3.79 eV/A

***

Computed, not measured: 2 unconnected molecules or ions with the total composition C7H14NO4 in a non-equilibrium geometry, with the ωB97M-V functional and the def2-TZVPD basis.

The geometry in XYZ format:
```
26
Properties=species:S:1:pos:R:3:forces:R:3
C 1.88965 -1.36918 0.23845 -0.3 -1.1 0.8
C -2.67541 -0.14898 0.25416 1.3 -0.5 0.8
C 1.99000 -2.81170 0.61383 -0.8 0.5 1.3
C -2.78325 -1.29064 -0.72125 -1.6 1.5 1.3
C -0.02689 1.47340 -1.45579 -1.3 -1.2 0.5
C 1.10427 2.49227 0.52416 1.2 -0.6 1.3
C 0.17652 0.20979 0.63550 -0.6 3.2 -1.2
N 0.86427 1.27746 -0.30256 -0.5 -0.2 1.0
O 2.77984 -0.59169 0.10206 -0.3 0.4 -0.3
O -3.31451 0.15626 1.43347 0.1 -1.7 0.6
O -3.06380 1.09306 0.36491 -0.4 2.3 -1.8
O 0.50665 -0.98829 0.24377 1.0 -1.8 0.0
H 1.10781 -3.41660 0.21802 1.5 0.7 0.8
H 2.99081 -3.13879 0.42401 0.3 -0.6 -0.8
H 2.06439 -2.72275 1.76455 -0.9 -0.4 -1.5
H -1.80739 -1.64871 -0.78992 1.7 -0.6 -0.9
H -3.29448 -1.00740 -1.65514 0.4 -0.2 0.4
H -3.29391 -2.05762 -0.15541 -0.6 -0.3 -0.2
H 0.45398 1.92368 -2.28258 0.8 0.1 -0.9
H -0.49575 0.45060 -1.67674 0.6 1.8 0.0
H -0.74919 2.19918 -1.09398 -0.6 -0.3 -0.2
H 1.63514 3.32581 0.12879 0.1 0.4 -1.7
H 0.11295 2.84715 0.81478 0.4 -0.1 0.8
H 1.91169 2.22718 1.29488 -2.0 0.0 -0.3
H 0.15994 0.66903 1.61675 0.2 -1.0 0.5
H 1.75669 0.84745 -0.53870 0.3 0.0 -0.2
```
Forces are in eV/Å.

Values from the calculation:
Energy: -630.29204 a.u.
Total charge: +1
HOMO energy (spin up / spin down): -11.4 / -12.8 eV
Lowest unoccupied orbital energy (spin up / spin down): -4.33 / -2.99 eV
F_max: 3.53 eV/A

***

Computed, not measured: 2 unconnected molecules or ions with the total composition C7H14NO4S, with the ωB97M-V functional and the def2-TZVPD basis.

The geometry in XYZ format:
```
27
Properties=species:S:1:pos:R:3:forces:R:3
C 1.83595 -1.98518 1.37234 -0.1 0.0 -0.1
O 1.81538 -0.62118 1.04370 0.0 0.0 0.1
C 0.73497 -0.26005 0.17076 0.0 0.2 -0.2
C -0.16606 0.76818 0.82945 0.2 0.0 0.1
C -0.93265 0.23779 2.03921 0.0 -0.2 -0.1
C -1.87040 -0.95681 1.81175 -0.1 0.1 0.2
S -2.93474 -0.92885 0.34564 0.1 0.0 0.0
O -3.27014 0.47655 0.14187 0.0 0.1 0.0
O -2.11602 -1.49642 -0.72691 0.0 0.0 0.0
O -4.07133 -1.76244 0.72090 0.0 -0.1 0.0
H 2.59976 -2.13455 2.13556 0.1 0.0 0.0
H 0.87396 -2.32308 1.77089 0.0 0.0 0.0
H 2.06970 -2.60685 0.49867 0.0 0.0 0.0
H 1.17336 0.18500 -0.72728 0.0 0.0 0.0
H 0.16759 -1.13696 -0.14370 0.0 -0.1 0.1
H -0.84713 1.19162 0.09384 -0.1 -0.1 -0.1
H 0.48682 1.58405 1.15959 -0.1 0.0 0.0
H -1.51192 1.04426 2.49056 0.0 0.1 -0.1
H -0.18777 -0.06122 2.78595 -0.1 0.0 0.1
H -1.32795 -1.90185 1.78534 0.0 0.0 -0.1
H -2.57736 -1.02339 2.64046 0.1 0.0 0.1
C 1.80122 2.17362 -4.16440 0.0 -0.1 -0.1
C 1.44054 2.50940 -2.79510 -0.1 0.0 0.0
N 1.13557 2.77421 -1.72250 0.1 0.1 0.1
H 2.70602 2.70206 -4.45981 0.0 0.0 0.0
H 1.97630 1.10278 -4.25358 0.0 0.0 0.0
H 0.99629 2.44932 -4.84322 0.0 0.0 0.0
```
Forces are in eV/Å.

Values from the calculation:
Energy: -1029.07286 a.u.
Total charge: -1
HOMO energy: -4.8 eV
Lowest unoccupied orbital energy: 2.67 eV
F_max: 0.27 eV/A

***

Computed, not measured: a gas-phase ion, C7H14NS (charge +1) in a non-equilibrium geometry, with the ωB97M-V functional and the def2-TZVPD basis.

The geometry in XYZ format:
```
23
Properties=species:S:1:pos:R:3:forces:R:3
C -0.22633 -1.41162 1.34948 5.8 -6.6 1.9
C -0.96649 -0.32941 1.12069 -4.2 8.1 -2.9
C 1.10039 -1.20740 0.73835 1.7 0.6 1.4
C -0.27219 0.72818 0.20914 -1.2 -4.1 -0.9
C -0.96188 -0.66191 -2.24297 2.3 0.1 -0.9
C 1.66511 1.00258 1.70791 0.6 -0.7 2.6
C -0.72570 0.68164 -1.52561 -1.1 0.1 3.1
N 1.14782 0.34014 0.49840 1.7 -0.8 -0.4
S -2.22630 1.72911 -1.61270 -0.3 -0.7 0.1
H -0.35881 -2.21371 2.05613 -0.2 0.2 0.3
H -2.01954 -0.33829 1.10412 -1.2 0.0 -0.2
H 2.10694 -1.50979 1.24972 -2.1 0.4 -0.6
H 1.06050 -1.68201 -0.19284 0.5 -0.5 -2.0
H -0.49598 1.67445 0.56433 -0.1 2.1 0.2
H -0.04822 -1.38792 -2.18241 -1.7 1.2 0.2
H -0.90888 -0.31108 -3.32374 -0.7 -0.9 1.1
H -1.91366 -1.16644 -1.95604 0.9 0.5 -0.3
H 1.72664 2.08844 1.54222 0.0 -0.5 0.2
H 0.94359 0.72721 2.52136 0.5 0.7 -0.6
H 2.67281 0.56152 2.09544 -1.6 0.8 -1.3
H -0.02061 1.37672 -1.93616 0.9 -0.2 -0.6
H 1.88712 0.57500 -0.18427 -1.0 -0.3 -0.5
H -3.16634 0.73460 -1.60055 0.5 0.5 0.1
```
Forces are in eV/Å.

Values from the calculation:
Energy: -727.58250 a.u.
Total charge: +1
2S+1: 3
HOMO energy (spin up / spin down): -10.0 / -12.8 eV
Lowest unoccupied orbital energy (spin up / spin down): -2.96 / -6.52 eV
F_max: 9.60 eV/A